1.
Here is C7H15N in the gas phase at a distorted geometry from OMol25. Energies are from the ωB97M-V functional and the def2-TZVPD basis.

ORCA input file:
```
! wB97M-V def2-TZVPD RIJCOSX def2/J DEFGRID3
* xyz 0 1
N 0.2327 0.3867 0.1404
H 1.7050 -2.9050 -0.2603
H -0.8973 -1.0845 -1.0773
H 0.7714 0.0216 2.0906
H 2.2384 -1.2770 0.0933
H 0.2480 -2.4579 2.0276
H 0.2517 -0.1801 -1.8649
C 0.0940 -0.4073 1.3476
H -2.4863 0.8816 -1.1642
C 1.7823 -2.1616 0.5349
C -0.7820 2.2991 -0.9395
C -1.4448 1.0338 -1.4539
H -0.6348 1.9710 1.2299
C -0.5006 -0.0714 -1.0608
H -1.4856 3.1091 -0.7623
H -0.0383 2.7014 -1.6203
H -1.5790 1.1084 -2.5332
C 0.4061 -1.8749 1.1329
H 2.5471 -2.5766 1.1976
H -0.9351 -0.3607 1.7432
H 0.9101 2.3368 0.3874
C -0.0483 1.8158 0.3268
H -0.3546 -2.3085 0.4845
*
```

## Properties
SMILES	CCCN1CCCC1
energy relative to the best compared isomer or geometry (same formula, charge and spin)	74.6	kJ/mol
E	-330.4395	Ha
LUMO level	1.113	eV



2.
Here is C9H22N2 in the gas phase at a distorted geometry from OMol25. Energies are from the ωB97M-V functional and the def2-TZVPD basis.

ORCA input file:
```
! wB97M-V def2-TZVPD RIJCOSX def2/J DEFGRID3
* xyz 0 1
H -0.4614 -2.2788 0.7824
H 0.0798 -1.4618 -2.2664
H -2.7355 -1.4452 1.5546
N 1.8909 0.4457 -3.6801
C -2.6738 -0.3855 1.7377
H -2.9623 -0.1764 2.7470
H 0.0498 1.0286 -2.7665
H 2.0675 1.3365 -4.1300
H 0.1938 -2.9345 -0.7139
H -3.3713 0.1063 1.1136
C -0.7064 -0.1225 0.0322
C 0.9986 0.5890 -2.5436
H 1.2405 -2.6933 0.6329
N 0.0675 2.1143 1.9092
H 1.6957 0.9666 0.3503
C -1.1043 0.0620 1.5468
H -1.9366 2.1182 1.4978
C 1.6895 -0.1725 0.5528
H 0.1748 3.0396 2.4401
H -0.6200 0.8768 -0.4416
C 0.5811 -0.8640 -0.2920
C -1.1800 1.5268 2.0354
H 1.3762 1.3925 -1.8167
C 0.4383 -2.2521 0.1329
C 0.8879 -0.8031 -1.8219
H -1.5085 1.5655 3.0774
H -1.6062 -0.6237 -0.4198
H 1.5861 -0.3985 1.5824
H 1.7867 -1.3440 -1.9971
H -0.5064 -0.5657 2.2144
H 1.5427 -0.2601 -4.3277
H 2.6812 -0.5876 0.2883
H 0.3443 2.2006 0.9892
*
```

## Properties
SMILES	C[C@H](CN)CC(C)(C)CCN
energy relative to the best compared isomer or geometry (same formula, charge and spin)	97.1	kJ/mol
E	-465.5709	Ha
LUMO level	0.942	eV



3.
Here is 8 unconnected molecules or ions with the total composition FH14O7 from OMol25. Energies are from the ωB97M-V functional and the def2-TZVPD basis.

ORCA input file:
```
! wB97M-V def2-TZVPD RIJCOSX def2/J DEFGRID3
* xyz -1 1
H -2.4261 2.8505 -0.4639
O -3.9390 -1.7226 -1.4118
O -3.0034 3.6122 -0.5151
F 0.1351 0.0312 0.1924
H 1.8095 -0.3473 4.3916
H 3.4723 3.6532 -1.0440
H -3.0380 -1.5488 -1.1393
O 2.6812 3.9035 -0.5668
H -1.6685 -2.2152 3.4940
H 0.1846 0.8502 -3.6141
H 3.1878 -2.2402 -0.7601
H 2.2241 3.0773 -0.4098
H 0.3134 1.8523 -4.7416
O 3.6801 -2.9595 -1.1555
H 3.1231 -3.2669 -1.8708
O -1.8770 -2.7131 4.2845
H -4.3693 -2.0515 -0.6225
H -1.0268 -2.9966 4.6208
O 2.2324 -1.0636 3.9179
H 1.9480 -0.9522 3.0107
H -3.7510 3.3124 -1.0322
O 0.1072 0.9345 -4.5644
*
```

## Properties
energy relative to the best compared isomer or geometry (same formula, charge and spin)	263.5	kJ/mol
E	-634.9622	Ha
LUMO level	3.101	eV



4.
Here is 7 unconnected molecules or ions with the total composition C49H37F3N2O17 at a distorted geometry from OMol25. Energies are from the ωB97M-V functional and the def2-TZVPD basis.

ORCA input file:
```
! wB97M-V def2-TZVPD RIJCOSX def2/J DEFGRID3
* xyz 0 1
O 2.3008 11.8708 5.5731
C -2.8877 -2.2580 -6.0829
H -4.0620 1.3977 2.9959
H 2.4953 9.9188 1.5637
H -5.9006 -5.0066 6.1693
C -1.5815 -3.0726 -1.7396
H -1.0296 -5.9905 -3.9705
O 2.4548 -3.2878 -4.7166
C 6.8572 1.7284 -4.0719
O -4.0737 7.7065 3.6008
O 1.1972 -2.3348 -2.9607
H -1.8337 8.0897 2.3473
H -0.0035 6.4064 2.3199
C 1.0718 8.9947 2.9444
H 6.8823 1.5576 -5.1409
H -0.5399 -1.3142 -3.5076
C 4.8297 -5.1576 -2.2711
H -2.6539 -4.2844 -6.6572
O -0.8062 -0.7447 0.8185
C -1.0594 4.9477 3.5543
C -1.8076 -6.0868 -1.6943
H -3.2168 0.2014 0.9836
C -1.1640 -3.8404 -3.0247
H 7.6760 4.2684 -1.8210
H 3.2450 11.6689 3.1664
C -0.3631 0.0497 2.9894
F 3.5947 -0.7641 -2.4749
C -3.2741 -3.3967 -6.6595
C 0.5104 9.0776 4.3100
C 2.4965 10.9308 3.4260
H -0.2377 8.3403 4.5701
C 0.1807 -2.1026 -3.9631
H 6.0551 -0.1605 -3.5415
H 0.6445 -0.3420 2.9323
O -2.6118 1.8002 5.1086
H -6.4008 -2.4068 -7.8566
H 1.0304 -1.9149 -0.4003
H 0.5119 10.0899 6.1723
O -4.9357 -4.5485 -7.8627
C 7.3174 3.3001 -2.1477
C -4.5825 -3.5085 -7.3382
O 5.9817 0.2253 -0.9762
C 7.3431 3.0435 -3.6033
C -3.3043 5.5940 4.2968
H -2.3997 3.7425 4.7942
C 2.0947 9.9927 2.5672
H -1.8767 -7.2251 -1.6727
H -2.5830 -7.7496 5.4830
C 3.8837 -2.0090 -1.7655
O 0.7066 8.1358 2.1585
C 6.8740 2.3794 -1.2907
C -3.8305 -5.2772 3.4192
H -5.5191 -3.9841 3.9323
C 1.9352 11.0138 4.7911
C -5.4461 -2.3085 -7.3548
H 5.0364 -2.0064 -1.6368
C -0.8164 0.6906 4.0674
O -4.4603 -6.9572 7.0893
O 5.6353 -5.3009 -1.3095
O -3.6419 -4.7758 2.3251
C -2.1850 -5.3116 -0.3957
O -0.1600 4.1248 3.5412
H 3.0716 -3.0654 0.1524
C -5.1149 -5.3457 5.5058
C 3.2566 -2.0320 -0.2959
H -0.2012 0.8542 4.9435
H -2.3607 -3.1485 0.5160
H -2.5236 -5.8411 0.5600
C -1.9127 7.1396 2.8610
C 6.4138 0.8077 -3.2148
C 0.9123 10.0158 5.1688
H -4.2348 5.4243 4.8242
C -4.9104 -4.7977 4.3071
H 4.0338 -1.5206 0.4001
C -3.0542 1.0055 2.9381
C -2.0936 -3.7511 -0.4133
C -5.0593 -1.1699 -6.7780
F 1.2881 -4.9560 -1.2714
C -2.3211 4.6926 4.2809
C 2.3590 -2.9461 -3.4939
H 6.8488 2.5501 -0.2217
H -1.5026 -1.9289 -1.7198
H -5.6792 -0.2819 -6.7800
N 3.5535 -3.1614 -2.6509
H -2.2016 -6.7270 3.2462
C -2.1963 1.2160 4.1230
C -0.9290 6.2387 2.8448
O -3.3970 -0.0179 -5.5744
H 1.8086 -0.2664 -0.7908
C -3.1746 6.8849 3.5874
C -2.6012 0.3646 1.8598
N 3.5883 -4.3943 -2.0090
H 1.7095 -0.9063 0.9897
O -0.6580 -3.2680 -4.2360
C -3.1918 -6.9360 5.1084
C -4.2719 -6.4566 5.9966
C 1.8894 -1.1868 -0.1190
C -1.2205 -0.1611 1.8039
F 5.1816 -5.7878 -3.4918
H -1.9336 -2.1602 -5.5814
C -2.9875 -6.3879 3.9098
C -1.3066 -5.4187 -3.0044
H 0.5752 -1.6109 -4.9310
C 2.3698 -5.1998 -2.1840
O 7.7493 3.8823 -4.3856
C 6.3882 1.0644 -1.7594
C -3.7506 -1.0587 -6.0994
O 2.1971 -6.1096 -3.0237
*
```

## Properties
SMILES	CC[C@H](F)N(C(=O)OCOc1ccccc1)N(C(=O)F)C(=O)F.O=C1C=CC(=O)C=C1.O=C1C=CC(=O)C=C1.O=C1C=CC(=O)C=C1.O=C1C=CC(=O)C=C1.O=C1C=CC(=O)C=C1.O=C1C=CC(=O)C=C1
E	-3577.0724	Ha
LUMO level	-1.962	eV



5.
Here is C4H7NO2 in the gas phase from OMol25. Energies are from the ωB97M-V functional and the def2-TZVPD basis.

ORCA input file:
```
! wB97M-V def2-TZVPD RIJCOSX def2/J DEFGRID3
* xyz 0 1
H -1.1944 1.2264 -1.6695
O 2.2402 0.4147 0.1604
H -0.9336 0.4088 1.7365
H -1.5678 -1.5048 0.5977
H 1.8207 0.3493 1.0360
N -0.1147 -0.0641 1.3540
C -1.3058 0.8187 -0.6460
H 0.1999 -2.0443 0.5726
C -0.1478 0.0432 -0.1041
H 1.1787 1.0543 -1.4745
C 1.2186 0.2048 -0.7754
H 1.4374 -0.6906 -1.3747
C -0.5163 -1.2250 0.5911
O -2.3152 1.0086 -0.0042
*
```

## Properties
SMILES	O=C[C@]1(CO)CN1
energy relative to the best compared isomer or geometry (same formula, charge and spin)	220.4	kJ/mol
E	-361.7969	Ha
LUMO level	0.567	eV



6.
Here is a molecular structure, C10F30LiN5O20S10 at a distorted geometry from OMol25. Energies are from the ωB97M-V functional and the def2-TZVPD basis.

ORCA input file:
```
! wB97M-V def2-TZVPD RIJCOSX def2/J DEFGRID3
* xyz -4 1
F -22.1185 -10.4568 5.4371
N -26.4990 -13.0507 8.6488
O -14.3129 -15.3550 7.7732
O -25.5755 -12.7321 6.2880
F -28.5294 -10.0876 10.5472
F -22.7830 -10.2159 9.9661
F -21.7086 -18.3956 12.8405
O -17.3760 -13.4368 11.7886
S -17.9987 -12.1956 11.2259
S -14.8386 -14.1385 7.0901
O -28.8588 -12.2436 7.8438
F -12.4711 -12.5945 6.9597
O -16.3784 -15.2306 9.2595
F -20.3616 -18.1083 8.3569
S -25.3494 -12.6296 7.7288
O -19.2306 -13.7599 3.9651
C -21.0010 -15.2429 5.2015
O -27.1145 -10.5371 7.7010
O -19.2273 -10.8485 4.4418
C -27.8613 -11.2557 10.1940
F -23.0410 -13.8377 7.4433
S -20.0052 -16.2790 12.4708
F -22.2530 -18.6096 9.3705
C -17.2125 -10.8217 12.3747
S -20.4568 -13.3995 4.6420
O -24.5918 -11.4433 8.2054
O -20.5233 -14.8796 12.5454
F -14.3791 -11.5447 7.3843
F -16.8207 -11.4440 13.5245
F -22.1999 -10.0384 12.0352
F -28.5201 -12.2724 10.6817
F -15.9226 -16.8375 6.3411
C -24.1505 -14.0554 8.1036
F -21.6802 -16.8001 14.4965
C -21.0333 -17.5634 13.6242
F -26.6725 -11.3361 10.7990
Li -20.4671 -13.5065 7.8626
F -23.8050 -14.0403 9.4065
O -20.5956 -12.1777 9.2901
F -20.6756 -15.5993 6.4792
S -27.6323 -11.6959 8.3268
O -22.4187 -16.1797 10.9627
F -22.9223 -11.9166 11.4143
O -20.6907 -15.0745 9.4909
C -21.1732 -10.0735 6.2474
O -14.6957 -14.3417 5.6511
S -19.6643 -11.1774 5.8084
F -20.5966 -16.1734 4.4150
N -20.1281 -17.1150 10.9445
N -20.2651 -12.8083 6.0614
C -17.0526 -16.1706 6.7421
F -17.6173 -15.7448 5.7484
N -16.4239 -13.4813 7.4390
F -15.9865 -10.4934 11.9872
F -20.9398 -8.7623 5.9290
S -17.0567 -14.6980 8.0665
O -17.6115 -11.9547 9.8343
S -20.4199 -11.3494 10.4796
F -22.2876 -17.1111 7.7984
C -21.5233 -17.6451 8.8279
F -24.7620 -15.2537 7.8622
O -18.5844 -16.3557 12.9062
O -19.7379 -10.0454 10.2407
O -18.4569 -14.3547 8.2295
F -20.3047 -18.3664 14.3349
F -17.9170 -17.0970 7.2739
S -21.1951 -16.2842 10.2007
F -18.0830 -9.7847 12.5542
O -18.6291 -10.9182 6.8304
F -21.6001 -10.1762 7.5467
C -22.2016 -10.8788 11.0450
O -21.5687 -12.7706 3.8768
F -22.3266 -15.2308 5.1887
C -13.6805 -12.6220 7.5326
F -13.4336 -12.7227 8.8414
N -19.6957 -12.1326 11.6508
*
```

## Properties
energy relative to the best compared isomer or geometry (same formula, charge and spin)	717.5	kJ/mol
E	-9144.7749	Ha
LUMO level	6.915	eV



7.
Here is a molecular structure, C20H21ClO2PPt at a distorted geometry from OMol25. Energies are from the ωB97M-V functional and the def2-TZVPD basis.

ORCA input file:
```
! wB97M-V def2-TZVPD RIJCOSX def2/J DEFGRID3
* xyz 3 5
H -0.2060 0.5913 -5.0060
C -0.0454 0.4099 -2.8649
H 0.4147 -2.9195 -0.0610
C -0.6976 -0.0212 -1.6929
H -1.6062 3.8158 3.4742
C -1.6280 2.7092 0.1268
H 5.4357 -1.7746 -1.3779
H -0.4041 5.1049 3.9011
C -2.1080 0.0949 -4.1200
C -2.7875 -0.1544 -2.9203
C -0.5467 4.0786 3.6171
H -0.1267 3.3747 4.3756
H -0.7124 -4.7873 1.1334
H 0.9786 0.8075 -2.8207
C -1.6892 -1.1259 1.9211
O 0.0870 3.8360 2.3368
H -2.6356 -0.3278 -0.7678
C 2.0213 -1.5514 -1.4444
P 0.1230 -0.0275 -0.0385
C 3.3066 -2.0419 -1.7049
H -2.9224 -1.9586 3.4821
Cl 1.0533 3.5262 -0.7114
C -2.2285 -2.1758 2.6783
C 2.9505 0.0746 0.0907
H -0.2938 1.2668 2.2936
H -2.6519 0.1020 -5.0636
H 2.8070 0.9189 0.7663
H 0.8000 1.2107 2.0946
C 1.8289 -0.5546 -0.4689
H -1.9851 -0.1005 2.1403
O -2.6179 3.1845 -0.2420
H 0.7327 4.5706 2.0990
C -0.9714 -3.7589 1.3724
H 5.0981 0.1619 0.1444
Pt -0.0250 2.0523 0.8151
C -1.8965 -3.4989 2.3935
H 3.4295 -2.8783 -2.3803
C -0.7161 -1.3761 0.9283
C 4.2366 -0.3475 -0.2683
H -2.3483 -4.3127 2.9557
C -0.3573 -2.7089 0.6806
C -0.7375 0.3779 -4.0878
C 4.4296 -1.4289 -1.1337
H 1.1691 -1.9499 -2.0153
C -2.0931 -0.1898 -1.7116
H -3.8637 -0.2982 -2.9190
*
```

## Properties
E	-1844.7495	Ha
LUMO level (spin up / spin down)	-9.905 / -14.178	eV



8.
Here is a molecular structure, ClH18O9 at a distorted geometry from OMol25. Energies are from the ωB97M-V functional and the def2-TZVPD basis.

ORCA input file:
```
! wB97M-V def2-TZVPD RIJCOSX def2/J DEFGRID3
* xyz -1 1
O -1.8528 1.3831 1.1902
O 1.6570 -2.0132 -0.8962
H -0.4727 -2.4959 0.5262
O 0.5527 1.2500 2.3922
H -1.0533 1.5331 -2.3497
Cl 0.1024 0.0475 0.0685
H -0.0443 1.1830 -1.2768
H -1.1563 0.7440 1.0398
H 0.9826 -2.3950 -0.3344
H -0.3557 -0.9290 -1.0936
H -1.0245 -0.7387 -2.4384
H 2.6128 1.8305 -0.3163
O 2.0941 1.4431 -1.0213
H -1.7905 0.4531 -0.1922
H -1.5481 1.8989 1.9368
H 0.7723 0.3696 2.6970
H 2.2063 -1.7772 0.8945
H -0.7301 -1.0839 1.0075
O -2.4725 0.3610 -0.8575
H -3.2826 0.5952 -0.4047
H 1.3590 -0.5236 0.9420
O -0.9732 -1.9952 1.1704
O -0.2376 1.8352 -1.9502
O -0.3311 -1.2328 -2.0010
H 1.3790 -1.1059 -1.0221
O 2.0094 -1.0169 1.4417
H 1.2505 1.2420 -0.6161
H 0.3472 1.1383 1.4640
*
```

## Properties
energy relative to the best compared isomer or geometry (same formula, charge and spin)	701.8	kJ/mol
E	-1148.0297	Ha
LUMO level	3.390	eV



9.
Here is a gas-phase ion, C2H6N (charge -1) at a distorted geometry from OMol25. Energies are from the ωB97M-V functional and the def2-TZVPD basis.

ORCA input file:
```
! wB97M-V def2-TZVPD RIJCOSX def2/J DEFGRID3
* xyz -1 1
H 1.7669 0.6711 1.3849
H 1.4521 1.3177 -0.9051
H 0.4028 0.1160 2.1832
C 0.0964 0.1302 0.1019
N 0.6163 0.7783 -1.1188
H 0.3974 -0.8962 0.1954
H -1.0076 0.1684 0.1585
H 0.3399 1.7758 1.4154
C 0.6983 0.7012 1.3473
*
```

## Properties
energy relative to the best compared isomer or geometry (same formula, charge and spin)	22.4	kJ/mol
E	-134.4836	Ha
LUMO level	4.928	eV



10.
Here is C6H8ClN in the gas phase at a distorted geometry from OMol25. Energies are from the ωB97M-V functional and the def2-TZVPD basis.

ORCA input file:
```
! wB97M-V def2-TZVPD RIJCOSX def2/J DEFGRID3
* xyz 0 1
H -2.0602 2.3475 -0.0069
H 0.2059 1.4745 0.4471
H 1.5677 -1.7460 -0.9747
H -3.9770 1.0114 0.1896
C -0.4975 0.8102 -0.0886
N 2.5013 0.0856 -0.3376
C -3.0345 0.5008 -0.0087
H -0.7019 -0.9203 -1.1824
C 2.1175 -0.6051 0.8416
C -0.0349 -0.3303 -0.5364
H 2.6834 -1.4300 1.2538
C -1.9146 1.2334 -0.0132
C 1.3914 -0.8334 -0.4176
Cl -3.1339 -1.2091 0.0431
H 3.3077 -0.3693 -0.7704
H 1.5797 -0.0199 1.5613
*
```

## Properties
SMILES	Cl/C=C\C=C\[C@@H]1CN1
energy relative to the best compared isomer or geometry (same formula, charge and spin)	178.2	kJ/mol
E	-748.2802	Ha
LUMO level	0.928	eV



11.
Here is a molecular structure, B6CaH24 at a distorted geometry from OMol25. Energies are from the ωB97M-V functional and the def2-TZVPD basis.

ORCA input file:
```
! wB97M-V def2-TZVPD RIJCOSX def2/J DEFGRID3
* xyz -4 1
H -4.3411 -12.0685 9.0856
H -5.6626 -10.5085 6.3811
Ca -4.3187 -10.0801 7.9168
B -6.8897 -10.7414 9.1629
H -5.4370 -6.7021 7.9268
H -6.3809 -9.1519 5.4839
H -6.8256 -11.1514 8.1669
H -7.7296 -10.0767 9.2923
H -5.1211 -10.1486 4.7846
H -5.2948 -12.4703 7.6916
H -5.6387 -7.5140 9.4162
B -5.4735 -9.6950 5.6979
H -5.9853 -10.2354 9.4634
B -4.3230 -12.5945 8.1437
H -1.7614 -10.6340 7.5876
H -2.4995 -9.5490 10.8779
H -4.2566 -7.9609 8.3885
H -3.6522 -10.9148 10.9919
H -2.4489 -9.0369 7.4146
H -6.9906 -11.6109 9.7938
B -3.2209 -10.1579 10.3553
H -3.5154 -12.2653 7.5085
B -1.9726 -9.8454 6.8821
H -4.7779 -8.9861 6.1196
B -5.2923 -7.6587 8.4046
H -3.9203 -9.5656 9.7859
H -2.6049 -10.3033 6.1373
H -2.6481 -10.7307 9.6426
H -4.0491 -13.6140 8.3669
H -5.9210 -8.4490 8.0248
H -1.0288 -9.5678 6.4390
*
```

## Properties
energy relative to the best compared isomer or geometry (same formula, charge and spin)	661.1	kJ/mol
E	-840.1984	Ha
LUMO level	9.983	eV



12.
Here is 2 unconnected molecules or ions with the total composition C4H10N2O2 at a distorted geometry from OMol25. Energies are from the ωB97M-V functional and the def2-TZVPD basis.

ORCA input file:
```
! wB97M-V def2-TZVPD RIJCOSX def2/J DEFGRID3
* xyz 0 1
N -1.7776 -1.1555 -0.6070
H 0.6374 -2.9326 0.6525
O 1.7385 0.7913 -0.7758
C 0.2900 1.3168 1.0906
N 0.9041 2.8625 -0.6997
H 0.6631 2.0140 1.8431
C -0.8648 -1.5896 0.3108
O -0.8529 -1.1727 1.4488
C 0.2541 -2.4466 -0.2384
C 1.0300 1.5936 -0.1942
H -0.7810 1.2474 0.9778
H 1.2737 3.0143 -1.6212
H -0.0167 -3.2661 -0.8992
H 1.0338 -1.7831 -0.6113
H -1.8454 -1.5576 -1.5275
H 0.7856 0.4187 1.4478
H -2.6750 -0.8133 -0.2988
H 0.2031 3.4586 -0.2985
*
```

## Properties
SMILES	CC(N)=O.CC(N)=O
energy relative to the best compared isomer or geometry (same formula, charge and spin)	67.7	kJ/mol
E	-418.4352	Ha
LUMO level	0.835	eV